Record 1
# C3H12N4

2 unconnected molecules or ions with the total composition C3H12N4 in a non-equilibrium geometry (ωB97M-V/def2-TZVPD, OMol25).

- Energy above the lowest of the compared OMol25 structures with the same formula, charge and spin: 3.0659 eV
- Multiplicity: 1
- Gap between HOMO and LUMO: 10.5 eV
- Charge: +2
- Calculated total energy: -9246.961 eV
- HOMO: -17.796 eV

Geometry as XYZ:
```
19
Properties=species:S:1:pos:R:3:forces:R:3
H 2.58765 -0.68764 0.69439 -0.32 -0.12 -0.14
N 0.76600 0.13117 0.16602 1.69 -0.59 0.94
C -0.90797 1.37466 -1.83379 0.07 -0.12 0.80
N -1.29903 -0.93523 -0.00595 0.02 -0.48 0.31
H 1.79913 0.27004 2.75870 0.02 0.01 -0.19
N -2.09421 1.10972 -2.32071 -0.52 -0.13 -0.13
H -2.22667 0.46155 -3.08443 0.03 0.04 -0.01
C -0.46668 0.02831 -0.22684 -0.80 0.60 -1.12
H -0.04548 1.04980 -2.39717 0.04 -0.05 -0.03
H -2.23155 -0.87731 -0.39771 0.00 0.08 -0.11
H 1.35550 -1.80367 0.67222 0.16 0.26 -0.10
H 1.26521 0.99943 0.01736 0.17 -0.15 0.05
H 2.15174 -1.45836 2.91376 0.05 -0.03 -0.20
H -2.92304 1.58011 -1.97880 0.11 0.03 -0.10
H -1.14642 -1.75317 0.57712 -0.03 0.07 -0.03
C 1.49618 -0.72577 2.44063 -0.19 0.17 1.07
H -0.80984 2.26510 -1.22533 0.02 -0.04 -0.07
H 0.47624 -0.91037 2.77147 -0.03 0.00 -0.20
N 1.60632 -0.85032 0.97181 -0.48 0.45 -0.74
```
Positions in Å, forces in eV/Å.

***

Record 2
# C3H10N2O

2 unconnected molecules or ions with the total composition C3H10N2O (ωB97M-V/def2-TZVPD, OMol25).

- Energy above the lowest of the compared OMol25 structures with the same formula, charge and spin: 1.9742 eV
- Multiplicity: 1
- Gap between HOMO and LUMO: 10.0 eV
- Charge: 0
- Calculated total energy: -8299.530 eV
- HOMO: -9.067 eV
- SMILES: C=CO.NCN

Geometry as XYZ:
```
16
Properties=species:S:1:pos:R:3:forces:R:3
H -2.46899 0.72259 0.35621 0.37 0.04 0.03
C 1.70184 -1.96441 -0.28271 0.52 -0.33 0.35
H 0.01186 3.11610 0.98266 0.04 -0.18 0.29
H -1.55752 3.07689 -0.75975 -0.02 -0.11 -0.15
H 0.73411 2.89036 -0.41773 0.04 -0.33 0.16
H -2.85499 2.19912 0.82519 0.18 0.27 -0.01
N 0.16872 2.39808 0.28136 -0.03 0.47 -0.61
N -2.05837 1.60617 0.63936 -0.56 -0.35 0.09
H 0.30991 -2.79539 1.02980 -0.11 -0.14 0.27
O 1.34354 -4.31292 0.16304 0.17 0.03 -0.35
H 1.39675 -0.94816 -0.08128 -0.01 -0.03 0.05
H 2.60339 -2.13127 -0.85903 -0.14 0.06 -0.36
C -1.14097 2.14976 -0.34516 -0.18 0.03 0.28
H -1.01695 1.42601 -1.15086 0.17 0.12 -0.08
H 1.70501 -4.45410 -0.72728 0.06 0.09 0.46
C 1.12265 -2.97882 0.34617 -0.50 0.36 -0.41
```
Positions in Å, forces in eV/Å.

***

Record 3
# CH3ClFNS

A single CH3ClFNS molecule in a non-equilibrium geometry (ωB97M-V/def2-TZVPD, OMol25).

- Energy above the lowest of the compared OMol25 structures with the same formula, charge and spin: 3.3640 eV
- Multiplicity: 1
- Gap between HOMO and LUMO: 8.4 eV
- Charge: 0
- Calculated total energy: -28646.846 eV
- HOMO: -8.959 eV

Geometry as XYZ:
```
8
Properties=species:S:1:pos:R:3:forces:R:3
S -0.80382 -0.12221 -0.61529 -0.26 1.76 4.96
H 0.76467 -1.56026 0.60170 0.47 0.83 -1.73
F 1.60302 -0.50278 -1.25117 -0.05 -1.32 2.32
H 1.29307 0.11321 0.66778 0.42 1.55 0.84
H -2.20176 0.60313 1.24049 0.92 -0.05 -0.23
Cl -0.40071 1.44936 -1.89750 -0.03 -0.40 0.42
N -1.14786 0.60759 1.24374 -0.19 -1.60 -3.81
C 0.89341 -0.58803 0.01025 -1.28 -0.77 -2.78
```
Positions in Å, forces in eV/Å.

***

Record 4
# C4H8N2

2 unconnected molecules or ions with the total composition C4H8N2 in a non-equilibrium geometry (ωB97M-V/def2-TZVPD, OMol25).

- Energy above the lowest of the compared OMol25 structures with the same formula, charge and spin: 3.6722 eV
- Multiplicity: 1
- Gap between HOMO and LUMO: 7.6 eV
- Charge: 0
- Calculated total energy: -7254.203 eV
- HOMO: -6.788 eV

Geometry as XYZ:
```
14
Properties=species:S:1:pos:R:3:forces:R:3
H 1.74129 0.13579 1.72110 -0.06 -0.16 -0.01
H -0.37436 1.93544 0.30291 0.07 -0.08 -0.10
H 1.48748 -1.06627 0.44666 -0.01 0.00 0.16
H -2.02224 -0.81757 -1.73710 0.07 0.12 0.06
H 1.07663 1.78869 -0.90375 -0.12 -0.09 0.03
N -0.53180 0.51432 -1.20872 0.03 -0.03 -0.07
H 1.85360 -1.60920 2.10830 -0.09 0.11 -0.06
C -1.73532 -0.01919 -1.07035 0.05 -0.01 0.08
C -1.20836 -0.90044 1.99290 1.16 0.02 -0.11
H -2.34950 0.28703 -0.23571 0.06 -0.02 -0.14
C 1.33730 -0.85606 1.50737 0.21 -0.02 -0.04
N -0.05181 -0.87746 1.79879 -1.17 -0.02 0.19
H -0.00427 0.13455 -1.98862 -0.08 0.08 0.05
C 0.13464 1.43763 -0.51075 -0.12 0.10 -0.03
```
Positions in Å, forces in eV/Å.

***

Record 5
# C5H7NO

2 unconnected molecules or ions with the total composition C5H7NO (ωB97M-V/def2-TZVPD, OMol25).

- Energy above the lowest of the compared OMol25 structures with the same formula, charge and spin: 3.3778 eV
- Multiplicity: 1
- Gap between HOMO and LUMO: 10.4 eV
- Charge: 0
- Calculated total energy: -8832.825 eV
- HOMO: -9.517 eV
- SMILES: C=C=CC=O.C=N

Geometry as XYZ:
```
14
Properties=species:S:1:pos:R:3:forces:R:3
C 1.30912 0.97233 0.61565 0.10 -0.30 0.08
C 0.46170 -1.51626 -1.02818 0.02 0.09 0.11
N 1.38627 -0.21010 1.07076 0.05 0.61 0.16
H -1.91624 1.93411 -0.74091 -0.12 -0.28 0.15
C -0.95538 -1.26557 -0.59542 -0.07 0.23 -0.02
C -1.61562 1.19250 -0.00123 0.13 -0.24 -0.11
O 1.03802 -0.83124 -1.83416 -0.07 -0.13 0.02
H 1.38968 1.11779 -0.46677 0.08 -0.01 0.23
H 1.25119 -0.22568 2.08179 0.08 0.02 0.01
H 1.12010 1.86554 1.23009 0.14 -0.23 -0.11
H 0.94753 -2.38760 -0.54543 -0.13 0.07 -0.25
H -1.60185 -2.13532 -0.48434 0.02 0.23 0.04
C -1.35013 -0.04531 -0.32764 -0.16 0.07 -0.02
H -1.46436 1.53479 1.02578 -0.08 -0.13 -0.29
```
Positions in Å, forces in eV/Å.

***

Record 6
# C5H36N2O14

14 unconnected molecules or ions with the total composition C5H36N2O14 in a non-equilibrium geometry (ωB97M-V/def2-TZVPD, OMol25).

- Energy above the lowest of the compared OMol25 structures with the same formula, charge and spin: 0.0000 eV
- Multiplicity: 1
- Gap between HOMO and LUMO: 8.2 eV
- Charge: 0
- Calculated total energy: -37416.363 eV
- HOMO: -8.292 eV

Geometry as XYZ:
```
57
Properties=species:S:1:pos:R:3:forces:R:3
H -2.98319 -1.96681 0.22632 1.09 0.30 -0.80
H 1.45485 -1.28374 0.28383 -0.15 0.14 -0.16
O -1.74261 3.55015 2.22781 0.31 0.26 -0.64
C 1.04745 -1.43615 3.00613 -1.36 -0.81 1.52
H -1.31084 2.08436 -1.75418 0.42 0.84 -0.21
H 0.88828 3.29844 0.33496 0.43 -0.11 0.07
O 3.64583 0.22054 1.03809 0.24 0.13 -0.50
H 4.07327 -0.33514 -1.34670 0.57 0.05 0.86
C -0.02176 -0.43154 2.78324 -0.11 1.25 0.65
H 4.37376 0.42459 1.62168 0.28 -0.01 0.27
H 3.08427 -0.42396 1.49396 -0.04 -0.14 0.26
H -0.10683 0.19421 3.72277 -0.03 -0.82 -0.68
N -1.95592 -0.40840 -1.33999 -0.15 0.31 1.49
O 1.03003 1.16036 -3.21287 -0.06 -0.35 -0.03
H -0.63898 -3.93061 -0.93344 0.19 -0.82 0.46
H -2.07667 0.79436 0.38039 -0.34 0.58 0.34
C 0.27790 0.51727 1.61087 0.79 -0.03 -0.08
H 0.12595 -2.60102 -2.74898 -0.64 -0.71 0.09
H -0.21381 1.47067 1.74209 -0.37 0.06 0.26
H 0.30877 -2.76607 -4.35065 0.09 0.40 1.23
H -2.28410 2.13238 3.07370 0.09 0.51 -0.16
H -4.38836 -2.47985 0.21369 0.34 0.08 0.51
H 3.45497 -1.29362 -2.39204 0.23 -0.60 -0.11
H -1.32264 -0.81407 -1.97635 0.59 -0.40 -0.70
H 2.25073 -2.71401 -3.21684 -0.09 -0.08 -0.10
C -1.40462 0.18243 -0.17327 0.60 -0.95 -0.77
H 1.89877 0.98280 -2.82363 0.16 -0.36 -0.25
H 3.17191 -3.61697 -2.36472 0.07 0.18 -0.17
C -0.18438 -0.08570 0.31257 0.11 0.55 -0.29
H 0.84294 -2.18558 3.86958 0.42 0.86 -1.10
H -4.02724 -0.68376 1.50763 -0.11 -0.03 0.13
H 1.19093 -0.60826 -1.17562 -0.12 0.12 0.18
H 2.08915 1.91519 -0.81891 -0.02 -0.13 -0.21
H -4.99590 -0.23616 2.58120 -0.63 -0.20 0.59
O 2.06563 -1.49822 2.37027 0.78 -0.54 -0.13
N 0.71938 -0.98728 -0.35304 -0.10 -0.29 -0.10
H 2.83304 1.67636 0.49898 -0.06 0.20 -0.37
O -3.67103 -2.22529 0.82483 -1.14 -0.62 -0.12
O -0.77596 2.83318 -2.10326 -0.62 -1.03 -0.01
H -1.11158 3.60885 1.46402 0.16 -0.16 0.27
O 3.46713 -0.38551 -2.06790 -1.02 0.99 -0.61
H -0.26308 -2.40467 -0.81237 0.18 -0.07 0.13
O -0.75586 -3.08626 -1.33868 -0.26 0.73 -0.48
H -0.26060 3.58321 -0.64832 0.18 0.08 0.36
O 0.06916 3.79936 0.25450 -0.68 0.30 -0.18
H -2.72528 0.05179 -1.76969 -0.36 0.38 -0.20
O 0.62216 -2.31707 -3.53175 0.26 0.35 -1.50
H 0.68165 0.30798 -3.52483 0.38 0.24 0.12
O -2.54335 1.35170 3.57014 0.48 -0.36 0.83
H -0.06091 2.34053 -2.55895 -0.09 0.26 0.01
O 2.37982 2.36928 -0.02732 0.27 0.03 0.28
H -3.17595 0.89687 3.01328 -0.37 -0.18 -0.30
H -1.01486 -0.91259 2.67032 0.53 0.17 0.20
O -4.35019 0.10652 1.97998 0.30 0.26 -0.71
H 1.37843 0.79487 1.56960 -1.46 -0.57 0.08
H -2.24800 4.35510 2.11357 -0.31 0.15 0.26
O 3.18832 -2.88503 -2.99571 0.15 -0.38 0.20
```
Positions in Å, forces in eV/Å.

***

Repeat the fourth record exactly.
# C4H8N2

2 unconnected molecules or ions with the total composition C4H8N2 in a non-equilibrium geometry (ωB97M-V/def2-TZVPD, OMol25).

- Energy above the lowest of the compared OMol25 structures with the same formula, charge and spin: 3.6722 eV
- Multiplicity: 1
- Gap between HOMO and LUMO: 7.6 eV
- Charge: 0
- Calculated total energy: -7254.203 eV
- HOMO: -6.788 eV

Geometry as XYZ:
```
14
Properties=species:S:1:pos:R:3:forces:R:3
H 1.74129 0.13579 1.72110 -0.06 -0.16 -0.01
H -0.37436 1.93544 0.30291 0.07 -0.08 -0.10
H 1.48748 -1.06627 0.44666 -0.01 0.00 0.16
H -2.02224 -0.81757 -1.73710 0.07 0.12 0.06
H 1.07663 1.78869 -0.90375 -0.12 -0.09 0.03
N -0.53180 0.51432 -1.20872 0.03 -0.03 -0.07
H 1.85360 -1.60920 2.10830 -0.09 0.11 -0.06
C -1.73532 -0.01919 -1.07035 0.05 -0.01 0.08
C -1.20836 -0.90044 1.99290 1.16 0.02 -0.11
H -2.34950 0.28703 -0.23571 0.06 -0.02 -0.14
C 1.33730 -0.85606 1.50737 0.21 -0.02 -0.04
N -0.05181 -0.87746 1.79879 -1.17 -0.02 0.19
H -0.00427 0.13455 -1.98862 -0.08 0.08 0.05
C 0.13464 1.43763 -0.51075 -0.12 0.10 -0.03
```
Positions in Å, forces in eV/Å.